{
  "formula": "C23H27N5O4S",
  "method": "ωB97M-V with the def2-TZVPD basis set",
  "species": ["C", "C", "O", "C", "C", "C", "C", "N", "C", "O", "C", "S", "C", "N", "N", "C", "C", "C", "N", "C", "O", "C", "C", "C", "C", "O", "C", "C", "C", "N", "C", "C", "C", "H", "H", "H", "H", "H", "H", "H", "H", "H", "H", "H", "H", "H", "H", "H", "H", "H", "H", "H", "H", "H", "H", "H", "H", "H", "H", "H"],
  "xyz": [[1.2566, 3.7847, 5.6215], [0.5504, 3.7076, 4.2769], [1.3435, 2.9097, 3.4205], [0.8936, 2.6508, 2.1625], [1.7067, 1.8218, 1.3855], [1.3327, 1.4742, 0.1083], [0.1340, 1.9454, -0.4268], [-0.1889, 1.5505, -1.7297], [-1.3921, 1.5654, -2.3319], [-2.4340, 1.9719, -1.8557], [-1.3306, 1.0222, -3.7603], [-1.4731, -0.7938, -3.8344], [0.1207, -1.2746, -3.3371], [1.1052, -0.4801, -2.9988], [2.1343, -1.2520, -2.6072], [1.7774, -2.4996, -2.7229], [2.5746, -3.6685, -2.2756], [2.9277, -3.5299, -0.7710], [1.9526, -2.7534, -0.0356], [0.6307, -3.0700, -0.0716], [0.2253, -4.1263, -0.5281], [-0.2659, -2.0136, 0.4620], [0.0393, -1.2838, 1.6092], [-0.8202, -0.3091, 2.0608], [-1.9855, -0.0002, 1.3519], [-2.7448, 0.9952, 1.8616], [-3.8801, 1.4149, 1.1313], [-2.2934, -0.7294, 0.2060], [-1.4485, -1.7381, -0.2135], [0.4952, -2.5760, -3.2004], [-0.2930, -3.7459, -3.4694], [-0.6587, 2.7956, 0.3298], [-0.2850, 3.1439, 1.6158], [0.6779, 4.3949, 6.3090], [2.2430, 4.2232, 5.4973], [1.3715, 2.7879, 6.0382], [-0.4454, 3.2581, 4.3954], [0.4328, 4.7148, 3.8529], [2.6286, 1.4618, 1.8145], [1.9639, 0.8354, -0.4929], [0.5495, 1.0171, -2.2072], [-0.4047, 1.2981, -4.2620], [-2.1960, 1.3822, -4.3163], [3.4971, -3.7389, -2.8531], [1.9864, -4.5713, -2.4297], [2.9801, -4.5308, -0.3340], [3.8911, -3.0355, -0.6561], [2.1910, -1.7948, 0.1639], [0.9372, -1.5041, 2.1676], [-0.6052, 0.2459, 2.9593], [-3.6131, 1.7029, 0.1112], [-4.2684, 2.2796, 1.6668], [-4.6460, 0.6332, 1.1061], [-3.1843, -0.5197, -0.3631], [-1.7038, -2.3190, -1.0876], [-1.2708, -3.4319, -3.8304], [-0.4087, -4.3228, -2.5481], [0.1924, -4.3589, -4.2303], [-1.5730, 3.1854, -0.0847], [-0.9296, 3.7982, 2.1799]],
  "forces_ev_per_angstrom": [[-0.1, -0.1, -0.4], [-0.1, 0.2, 0.3], [0.2, -0.1, 0.1], [0.0, -0.1, -0.3], [-0.1, 0.2, 0.1], [-0.1, 0.1, 0.0], [-0.2, 0.2, 0.3], [0.3, 0.1, -0.1], [0.3, -0.1, -0.3], [-0.4, 0.1, 0.1], [0.1, -0.3, 0.1], [-0.4, 0.1, -0.2], [0.1, 0.1, 0.0], [-0.7, 0.1, -0.4], [0.9, -0.6, 0.2], [0.1, 0.0, -0.2], [0.0, 0.0, 0.1], [-0.2, -0.3, 0.0], [0.2, 0.0, 0.2], [0.2, 0.4, 0.4], [0.0, -0.3, -0.2], [-0.3, 0.0, 0.0], [-0.1, -0.1, -0.1], [-0.2, 0.1, 0.0], [0.2, -0.2, 0.1], [0.2, -0.1, 0.2], [-0.2, 0.1, -0.2], [-0.2, 0.2, 0.0], [0.2, -0.1, 0.1], [0.3, 0.8, 0.2], [-0.2, -0.6, 0.0], [0.0, -0.1, -0.2], [0.3, 0.0, 0.4], [0.0, 0.1, 0.1], [0.1, 0.1, 0.0], [0.0, -0.1, 0.1], [0.1, 0.1, -0.1], [0.0, -0.1, 0.0], [0.1, -0.1, 0.0], [0.1, -0.1, -0.1], [-0.3, 0.1, 0.0], [0.0, 0.1, 0.0], [0.1, 0.0, 0.1], [0.0, -0.1, 0.0], [0.1, 0.0, 0.0], [0.1, 0.1, -0.1], [-0.1, -0.1, 0.0], [-0.1, 0.0, -0.1], [0.1, 0.0, 0.1], [0.0, 0.1, 0.1], [0.0, 0.0, 0.1], [0.0, -0.1, 0.0], [0.0, 0.0, 0.0], [-0.1, 0.1, -0.1], [0.0, -0.1, -0.1], [0.0, -0.1, 0.0], [-0.1, 0.1, -0.2], [-0.1, 0.1, 0.0], [-0.1, 0.0, 0.0], [0.0, 0.0, 0.1]],
  "smiles": "CCOc1ccc(NC(=O)CSc2nnc(CCNC(=O)c3ccc(OC)cc3)n2C)cc1",
  "orbital_gap_ev": 8.3,
  "homo_ev": -7.750,
  "multiplicity": 1
}

{
  "formula": "C23H27N7",
  "method": "ωB97M-V with the def2-TZVPD basis set",
  "species": ["N", "C", "N", "C", "C", "N", "C", "C", "N", "C", "C", "C", "C", "C", "C", "C", "C", "N", "C", "N", "C", "C", "C", "C", "C", "C", "C", "C", "C", "N", "H", "H", "H", "H", "H", "H", "H", "H", "H", "H", "H", "H", "H", "H", "H", "H", "H", "H", "H", "H", "H", "H", "H", "H", "H", "H", "H"],
  "xyz": [[4.1987, 4.0216, 0.9206], [3.4456, 3.0244, 0.4236], [2.2613, 3.3593, -0.1032], [1.5791, 2.3507, -0.6194], [0.2412, 2.6768, -1.2230], [-0.8460, 2.0684, -0.4745], [-0.9638, 0.6452, -0.7290], [-2.0133, 0.0269, 0.1921], [-3.2827, 0.6823, -0.0296], [-4.4742, 0.0310, 0.2520], [-4.5211, -1.1928, 0.9269], [-5.7218, -1.8467, 1.1301], [-6.9105, -1.3031, 0.6783], [-6.8799, -0.0909, 0.0081], [-5.6853, 0.5637, -0.2072], [-3.1686, 2.1069, 0.1971], [-2.1219, 2.7029, -0.7407], [1.9916, 1.0975, -0.6545], [3.1733, 0.8485, -0.0774], [3.6256, -0.4255, -0.0356], [4.7800, -0.7409, 0.7817], [4.3359, -1.6403, 1.9300], [3.8508, -2.9616, 1.3463], [3.0006, -2.7603, 0.1189], [2.2999, -3.8447, -0.3931], [1.5263, -3.7325, -1.5321], [1.4639, -2.5167, -2.1913], [2.1586, -1.4273, -1.7046], [2.9129, -1.5270, -0.5369], [3.9396, 1.7921, 0.4790], [5.0450, 3.7985, 1.4109], [3.7961, 4.9387, 0.9780], [0.1293, 3.7617, -1.1845], [0.2411, 2.3518, -2.2793], [-1.2569, 0.4564, -1.7786], [0.0057, 0.1788, -0.5517], [-1.6812, 0.1320, 1.2371], [-2.1017, -1.0321, -0.0532], [-3.6170, -1.6358, 1.3146], [-5.7261, -2.7892, 1.6593], [-7.8465, -1.8148, 0.8435], [-7.7976, 0.3455, -0.3602], [-5.6886, 1.4926, -0.7577], [-2.8468, 2.2979, 1.2342], [-4.1291, 2.5945, 0.0393], [-2.4431, 2.5548, -1.7881], [-2.0341, 3.7750, -0.5493], [5.1974, 0.1993, 1.1394], [5.5214, -1.2585, 0.1634], [5.1596, -1.8064, 2.6251], [3.5260, -1.1453, 2.4696], [3.2861, -3.5251, 2.0924], [4.7150, -3.5740, 1.0668], [2.3665, -4.7934, 0.1212], [0.9845, -4.5878, -1.9067], [0.8799, -2.4170, -3.0938], [2.1193, -0.4859, -2.2244]],
  "forces_ev_per_angstrom": [[0.1, 0.2, 0.1], [-0.2, -0.3, -0.2], [-0.1, 0.5, 0.0], [0.3, 0.2, 0.1], [-0.1, 0.1, -0.1], [0.1, 0.0, -0.1], [0.0, -0.4, 0.3], [0.2, 0.0, -0.3], [0.3, 0.1, -0.2], [-0.3, -0.2, 0.0], [0.2, 0.1, 0.0], [-0.2, 0.0, 0.0], [-0.1, -0.1, 0.1], [0.0, 0.0, 0.0], [0.0, 0.1, 0.0], [0.0, 0.3, -0.2], [-0.2, 0.1, 0.3], [0.0, -0.3, -0.1], [-0.2, 0.8, 0.1], [0.3, 0.0, 0.0], [0.3, 0.0, 0.4], [0.1, -0.1, -0.2], [0.0, 0.1, 0.2], [0.0, 0.1, 0.0], [-0.1, 0.0, -0.1], [0.0, -0.1, 0.1], [0.0, 0.0, 0.0], [0.0, -0.1, -0.2], [-0.4, -0.5, -0.2], [0.2, 0.0, 0.1], [0.0, 0.0, 0.0], [0.0, 0.0, 0.0], [0.0, -0.1, -0.1], [0.0, 0.1, 0.0], [0.0, 0.0, 0.0], [-0.2, 0.0, -0.1], [0.0, -0.1, 0.0], [0.0, 0.0, 0.0], [0.1, 0.0, 0.0], [0.0, -0.1, 0.0], [-0.1, 0.0, 0.0], [-0.1, 0.0, 0.0], [0.0, 0.1, -0.1], [-0.1, 0.0, 0.0], [0.1, 0.0, 0.0], [0.0, 0.0, 0.1], [0.0, 0.0, 0.0], [0.0, -0.3, -0.1], [0.0, 0.0, 0.0], [0.0, 0.0, 0.0], [0.0, 0.1, 0.1], [0.0, 0.0, 0.0], [0.0, 0.0, 0.1], [0.0, -0.1, 0.1], [-0.1, -0.1, 0.0], [0.0, 0.0, -0.1], [0.0, -0.1, 0.0]],
  "smiles": "Nc1nc(CN2CCN(c3ccccc3)CC2)nc(N2CCCc3ccccc32)n1",
  "orbital_gap_ev": 8.4,
  "homo_ev": -7.559,
  "multiplicity": 1
}